# 1
Molecular formula: C48H132N12O12
Method: DFT, ωB97M-V with the def2-TZVPD basis set

Output
**Energy above the lowest of the compared OMol25 structures with the same formula, charge and spin**: 445.9 kJ/mol
**LUMO level**: 0.560 eV
**SMILES**: COC[C@H](C)N.COC[C@H](C)N.COC[C@H](C)N.COC[C@H](C)N.COC[C@H](C)N.COC[C@H](C)N.COC[C@H](C)N.COC[C@H](C)N.COC[C@H](C)N.COC[C@H](C)N.COC[C@H](C)N.COC[C@H](C)N
**Orbital gap**: 9.4309 eV
**Max |F|**: 0.07180 hartree/bohr

Atoms and positions in Å:
C1 5.242 -1.398 -0.040
C2 5.697 -0.598 1.127
C3 5.988 -1.560 2.326
O1 7.191 -2.357 2.004
C4 8.135 -2.388 3.040
N1 6.823 0.286 0.820
H1 5.972 -2.194 -0.244
H2 5.114 -0.803 -0.949
H3 4.274 -1.826 0.105
H4 4.877 -0.024 1.519
H5 5.201 -2.354 2.390
H6 6.074 -1.086 3.265
H7 7.963 -3.210 3.711
H8 7.938 -1.433 3.603
H9 9.103 -2.555 2.564
H10 6.879 1.045 1.452
H11 7.728 -0.157 0.893
C5 5.800 2.549 -4.599
C6 6.354 1.856 -3.373
C7 7.702 2.420 -2.965
O2 7.645 3.779 -2.482
C8 8.899 4.323 -2.105
N2 5.279 1.885 -2.346
H12 5.728 3.612 -4.272
H13 4.860 2.099 -4.989
H14 6.464 2.423 -5.499
H15 6.521 0.835 -3.647
H16 8.441 2.290 -3.759
H17 7.980 1.759 -2.093
H18 9.264 3.637 -1.369
H19 8.901 5.319 -1.694
H20 9.448 4.368 -3.021
H21 5.602 1.667 -1.414
H22 4.875 2.801 -2.184
C9 -4.031 -1.301 1.464
C10 -4.874 -0.645 2.537
C11 -5.485 0.672 2.126
O3 -6.532 0.491 1.169
C12 -7.165 1.746 0.776
N3 -5.945 -1.612 3.078
H23 -3.213 -2.007 1.797
H24 -3.504 -0.426 1.001
H25 -4.543 -1.758 0.644
H26 -4.186 -0.463 3.361
H27 -4.711 1.355 1.715
H28 -5.906 1.210 3.050
H29 -7.765 1.516 -0.125
H30 -6.435 2.471 0.479
H31 -7.735 2.061 1.638
H32 -6.651 -1.558 2.299
H33 -6.352 -1.164 3.910
C13 -5.994 -1.037 -1.891
C14 -4.981 -0.206 -2.662
C15 -5.701 0.920 -3.414
O4 -6.495 1.816 -2.559
C16 -7.484 2.530 -3.237
N4 -3.965 0.291 -1.771
H34 -6.617 -0.458 -1.123
H35 -5.444 -1.877 -1.581
H36 -6.716 -1.535 -2.553
H37 -4.545 -0.792 -3.466
H38 -6.342 0.479 -4.149
H39 -4.979 1.528 -3.917
H40 -7.889 3.268 -2.527
H41 -8.250 1.895 -3.636
H42 -7.188 3.100 -4.125
H43 -4.408 0.878 -1.027
H44 -3.507 -0.493 -1.340
C17 -3.087 -2.965 -4.253
C18 -1.764 -2.592 -4.926
C19 -1.671 -1.081 -4.898
O5 -2.580 -0.325 -5.662
C20 -2.497 -0.505 -7.059
N5 -0.744 -3.084 -4.046
H45 -3.137 -2.433 -3.296
H46 -3.112 -4.067 -4.046
H47 -4.028 -2.739 -4.780
H48 -1.683 -3.029 -5.924
H49 -0.594 -0.827 -5.136
H50 -1.782 -0.892 -3.807
H51 -1.464 -0.582 -7.422
H52 -2.968 0.395 -7.414
H53 -2.941 -1.439 -7.380
H54 0.221 -2.853 -4.223
H55 -0.842 -4.081 -3.924
C21 -4.650 -6.884 -2.985
C22 -5.779 -6.202 -2.191
C23 -5.252 -5.029 -1.385
O6 -4.164 -5.394 -0.608
C24 -3.731 -4.247 0.089
N6 -6.838 -5.906 -3.220
H56 -4.332 -6.225 -3.753
H57 -4.974 -7.862 -3.382
H58 -3.786 -7.074 -2.296
H59 -6.353 -6.939 -1.569
H60 -6.104 -4.552 -0.908
H61 -5.009 -4.264 -2.178
H62 -3.364 -3.524 -0.657
H63 -2.840 -4.504 0.702
H64 -4.572 -3.723 0.569
H65 -6.442 -5.373 -3.987
H66 -7.677 -5.399 -2.894
C25 -3.319 -1.640 7.455
C26 -2.662 -2.769 6.660
C27 -2.950 -2.740 5.179
O7 -2.241 -3.775 4.484
C28 -2.914 -5.017 4.203
N7 -1.179 -2.717 6.877
H67 -3.163 -0.735 6.927
H68 -2.868 -1.538 8.444
H69 -4.385 -1.800 7.522
H70 -2.968 -3.723 7.012
H71 -2.484 -1.854 4.762
H72 -4.036 -2.760 4.970
H73 -4.028 -4.725 4.099
H74 -2.703 -5.819 4.994
H75 -2.478 -5.450 3.370
H76 -0.779 -3.364 6.174
H77 -0.926 -1.710 6.634
C29 -2.758 2.475 4.976
C30 -2.109 1.335 4.230
C31 -1.502 1.924 2.972
O8 -2.521 2.337 2.103
C32 -1.885 2.846 0.932
N8 -1.005 0.804 5.020
H78 -2.029 3.082 5.481
H79 -3.556 2.290 5.709
H80 -3.284 3.136 4.274
H81 -2.766 0.495 3.911
H82 -0.917 1.119 2.496
H83 -0.825 2.774 3.225
H84 -1.395 2.011 0.358
H85 -1.113 3.555 1.204
H86 -2.640 3.276 0.298
H87 -0.699 1.450 5.798
H88 -0.229 0.622 4.424
C33 3.246 6.501 -1.500
C34 2.242 5.427 -1.882
C35 1.901 5.626 -3.332
O9 0.765 4.810 -3.703
C36 0.463 4.998 -5.109
N9 2.864 4.124 -1.737
H89 2.993 7.511 -1.832
H90 4.174 6.176 -1.988
H91 3.485 6.467 -0.461
H92 1.310 5.642 -1.346
H93 2.822 5.403 -3.878
H94 1.686 6.706 -3.504
H95 -0.516 4.530 -5.142
H96 1.160 4.410 -5.756
H97 0.362 6.049 -5.338
H98 2.798 3.739 -0.795
H99 2.270 3.522 -2.333
C37 1.873 -1.182 2.942
C38 0.718 -2.126 2.572
C39 0.866 -3.470 3.237
O10 2.055 -4.130 2.869
C40 2.121 -4.456 1.469
N10 -0.569 -1.538 2.980
H100 2.838 -1.569 2.785
H101 1.788 -0.967 3.983
H102 1.872 -0.186 2.438
H103 0.698 -2.211 1.536
H104 0.023 -4.142 3.175
H105 0.989 -3.256 4.339
H106 2.054 -3.539 0.904
H107 1.284 -5.186 1.202
H108 3.110 -4.786 1.267
H109 -0.734 -1.936 3.931
H110 -1.331 -2.038 2.455
C41 6.273 6.013 0.889
C42 6.223 4.668 1.552
C43 4.842 4.181 1.886
O11 4.873 3.095 2.775
C44 3.617 2.470 2.826
N11 7.058 3.776 0.781
H111 5.525 5.992 0.021
H112 7.218 6.290 0.495
H113 5.993 6.902 1.505
H114 6.659 4.825 2.574
H115 4.348 3.848 0.998
H116 4.389 5.015 2.397
H117 3.797 1.426 3.225
H118 3.032 2.534 1.857
H119 2.987 3.004 3.523
H120 6.744 3.932 -0.203
H121 6.790 2.838 0.942
C45 2.390 0.335 -0.402
C46 2.066 -0.152 -1.806
C47 0.624 -0.663 -1.772
O12 0.565 -1.785 -0.863
C48 -0.771 -2.124 -0.559
N12 2.204 0.930 -2.788
H122 1.709 1.153 -0.148
H123 3.367 0.733 -0.373
H124 2.363 -0.531 0.269
H125 2.723 -0.966 -2.058
H126 0.186 -0.902 -2.742
H127 -0.024 0.063 -1.326
H128 -0.735 -3.163 -0.163
H129 -1.353 -2.291 -1.480
H130 -1.180 -1.444 0.116
H131 2.095 0.647 -3.755
H132 3.159 1.323 -2.681


# 2
Molecular formula: C15H11F6IrN2OS5SbSe2
Method: DFT, ωB97M-V with the def2-TZVPD basis set

Output
**2S+1**: 2
**Energy above the lowest of the compared OMol25 structures with the same formula, charge and spin**: 0.0 kJ/mol
**LUMO level (spin up / spin down)**: 4.218 / 3.832 eV
**Orbital gap (spin up / spin down)**: 5.8765 / 5.9633 eV
**Charge**: -2
**Max |F|**: 0.02220 hartree/bohr

Atoms and positions in Å:
Ir1 -0.050 0.174 0.010
Se1 0.706 -3.249 1.544
Se2 1.852 -2.871 -1.048
C1 2.747 -1.451 -0.195
C2 4.120 -1.594 0.044
C3 4.813 -0.629 0.738
C4 4.125 0.482 1.196
C5 2.780 0.581 0.912
N1 2.095 -0.342 0.217
C6 -0.968 -2.991 0.736
C7 -1.880 -4.060 0.766
C8 -3.079 -3.973 0.102
C9 -3.352 -2.821 -0.623
C10 -2.420 -1.807 -0.609
N2 -1.266 -1.855 0.075
H1 4.604 -2.492 -0.310
H2 5.871 -0.751 0.940
H3 4.604 1.263 1.769
H4 2.214 1.434 1.244
H5 -1.594 -4.953 1.302
H6 -3.781 -4.799 0.121
H7 -4.270 -2.697 -1.182
H8 -2.602 -0.894 -1.157
S1 -1.708 4.784 1.341
Sb1 -1.454 3.341 -0.397
S2 -2.246 1.122 0.034
S3 0.737 2.365 -0.452
S4 -2.113 4.103 -2.436
S5 0.333 -0.074 -3.290
C11 0.016 -0.023 -1.792
C12 -1.411 1.618 3.288
C13 -0.212 0.673 3.268
O1 0.128 0.114 2.078
C14 -0.528 -0.509 4.228
F1 0.510 -1.332 4.432
F2 -0.936 -0.109 5.462
F3 -1.531 -1.249 3.728
C15 1.004 1.456 3.834
F4 2.135 0.724 3.878
F5 1.271 2.527 3.074
F6 0.807 1.915 5.094
H9 -2.269 1.104 2.862
H10 -1.209 2.496 2.679
H11 -1.638 1.943 4.303


# 3
Molecular formula: C30H50OP4Tm
Method: DFT, ωB97M-V with the def2-TZVPD basis set

Output
**2S+1**: 3
**Energy above the lowest of the compared OMol25 structures with the same formula, charge and spin**: 0.0 kJ/mol
**LUMO level (spin up / spin down)**: -11.144 / -11.097 eV
**Orbital gap (spin up / spin down)**: 4.2114 / 4.2609 eV
**Charge**: +3
**Max |F|**: 0.16011 hartree/bohr

Atoms and positions in Å:
Tm1 -1.377 0.922 -0.970
P1 -2.139 -1.747 -0.878
P2 2.474 -0.943 1.302
P3 1.637 -2.437 -2.330
H1 -1.899 3.712 -0.983
C1 -1.718 2.953 -1.754
C2 -2.732 2.115 -2.263
H2 -3.783 2.199 -1.951
C3 -3.931 -1.792 -0.545
C4 -1.388 -2.816 0.411
C5 -1.976 -2.816 -2.349
C6 4.096 -0.170 1.278
C7 1.526 -0.322 2.693
C8 2.608 -2.730 1.422
C9 1.171 -2.404 -4.121
C10 2.416 -4.111 -2.251
C11 3.189 -1.441 -2.417
H3 -0.788 3.144 -2.309
H4 -2.634 1.552 -3.198
H5 -4.444 -1.106 -1.231
H6 -4.164 -1.487 0.481
H7 -4.303 -2.809 -0.717
H8 -1.301 -2.279 1.361
H9 -0.376 -3.110 0.103
H10 -1.995 -3.716 0.576
H11 -2.158 -2.220 -3.253
H12 -2.714 -3.631 -2.304
H13 -0.964 -3.245 -2.414
H14 4.699 -0.568 2.109
H15 3.979 0.918 1.398
H16 4.595 -0.382 0.320
H17 2.021 -0.561 3.650
H18 0.521 -0.761 2.706
H19 1.416 0.769 2.618
H20 3.462 -2.997 2.059
H21 2.762 -3.171 0.425
H22 1.695 -3.161 1.860
H23 1.508 -3.328 -4.612
H24 1.608 -1.527 -4.616
H25 0.076 -2.334 -4.196
H26 2.508 -4.528 -3.263
H27 1.768 -4.759 -1.643
H28 3.406 -4.042 -1.776
H29 3.493 -1.326 -3.467
H30 3.987 -1.943 -1.854
H31 3.015 -0.443 -1.996
C12 1.002 1.097 -3.001
C13 2.241 1.754 -3.192
C14 2.718 2.012 -4.465
C15 1.995 1.608 -5.591
C16 0.741 1.000 -5.430
C17 0.231 0.756 -4.150
O1 0.655 0.702 -1.754
H32 1.855 -0.603 0.071
H33 2.806 2.018 -2.287
H34 3.678 2.528 -4.576
H35 2.398 1.726 -6.598
H36 0.165 0.727 -6.318
H37 -0.739 0.242 -4.030
C18 -3.196 1.933 1.195
P4 -1.477 1.442 1.666
C19 -0.743 2.946 2.373
C20 -1.587 3.734 3.168
C21 -1.077 4.835 3.844
C22 0.305 5.084 3.812
C23 1.149 4.288 3.039
C24 0.625 3.263 2.254
C25 -1.747 0.413 3.152
C26 -1.257 0.768 4.421
C27 -1.467 -0.074 5.518
C28 -2.128 -1.293 5.350
C29 -2.622 -1.655 4.094
C30 -2.438 -0.808 3.003
H38 -3.667 2.337 2.100
H39 -3.797 1.066 0.876
H40 -3.204 2.705 0.398
H41 -2.644 3.474 3.262
H42 -1.752 5.490 4.411
H43 0.709 5.899 4.415
H44 2.223 4.496 3.045
H45 1.252 2.689 1.554
H46 -0.706 1.706 4.557
H47 -1.106 0.228 6.501
H48 -2.260 -1.949 6.206
H49 -3.159 -2.592 3.964
H50 -2.829 -1.115 2.029


# 4
Molecular formula: C2H43O22V
Method: DFT, ωB97M-V with the def2-TZVPD basis set

Output
**LUMO level**: -0.814 eV
**Orbital gap**: 8.1959 eV
**Max |F|**: 0.12424 hartree/bohr

Atoms and positions in Å:
O1 3.618 0.855 -0.465
V1 3.538 -0.125 0.821
O2 3.626 0.950 2.017
C1 -0.683 0.169 0.216
C2 0.796 0.443 0.007
O3 1.566 -0.244 0.978
H1 -1.088 -0.890 0.195
H2 -1.155 0.655 -0.667
H3 -1.162 0.718 1.031
H4 0.882 1.538 0.062
H5 1.118 0.154 -0.938
O4 -2.347 1.043 3.329
H6 -1.402 0.894 3.328
H7 -2.744 0.123 3.156
O5 0.238 0.032 3.224
H8 0.601 -0.127 2.353
H9 0.319 -0.786 3.677
O6 -2.203 2.906 1.438
H10 -2.413 2.423 2.242
H11 -2.724 2.453 0.781
O7 -3.499 -1.532 0.328
H12 -4.220 -1.870 0.852
H13 -2.763 -2.046 0.711
O8 -0.055 -2.770 -1.749
H14 0.196 -3.121 -0.850
H15 -0.996 -2.796 -1.680
O9 0.879 -2.851 1.010
H16 1.009 -1.869 0.832
H17 -0.053 -3.043 1.269
O10 -2.355 -1.727 -2.150
H18 -2.515 -1.267 -1.281
H19 -1.660 -1.172 -2.585
O11 0.277 3.670 1.171
H20 0.895 3.119 1.636
H21 -0.630 3.386 1.281
O12 2.633 0.678 4.544
H22 2.505 -0.084 5.155
H23 2.067 0.453 3.771
O13 2.671 3.333 -0.810
H24 1.740 3.463 -0.901
H25 2.992 3.905 -0.141
O14 -0.712 -0.051 -3.379
H26 -0.566 0.812 -2.957
H27 -0.528 0.141 -4.363
O15 3.804 -1.721 2.281
H28 4.286 -1.496 3.042
H29 3.435 -2.656 2.427
O16 -3.714 1.153 -0.574
H30 -4.660 1.235 -0.605
H31 -3.604 0.410 0.016
O17 2.145 1.377 -2.941
H32 2.039 0.413 -3.146
H33 1.311 1.591 -2.530
O18 -1.713 -3.463 1.302
H34 -1.782 -4.082 2.040
H35 -1.623 -4.026 0.483
O19 -3.404 1.218 -3.258
H36 -2.793 0.558 -3.452
H37 -3.542 0.967 -2.338
O20 1.832 -1.319 -3.102
H38 2.096 -2.215 -3.315
H39 1.018 -1.474 -2.669
O21 -0.249 2.564 -2.332
H40 -0.109 3.207 -3.089
H41 -0.947 2.962 -1.781
O22 3.478 -1.653 -0.614
H42 2.783 -1.508 -1.276
H43 4.188 -2.011 -1.100


# 5
Molecular formula: C4H7NO
Method: DFT, ωB97M-V with the def2-TZVPD basis set

Output
**Energy above the lowest of the compared OMol25 structures with the same formula, charge and spin**: 248.3 kJ/mol
**LUMO level**: 0.803 eV
**SMILES**: C[C@@]1(C=O)CN1
**Orbital gap**: 10.4752 eV
**Max |F|**: 0.01979 hartree/bohr

Atoms and positions in Å:
C1 0.069 0.465 1.483
C2 -0.031 -0.108 0.068
C3 -1.192 -0.098 -0.906
N1 -0.342 1.057 -0.762
C4 1.083 -1.059 -0.360
O1 0.995 -1.882 -1.247
H1 0.523 1.452 1.308
H2 -0.918 0.676 1.904
H3 0.702 -0.079 2.195
H4 -1.050 -0.645 -1.840
H5 -2.230 -0.032 -0.576
H6 0.359 1.194 -1.474
H7 2.034 -0.942 0.206


# 6
Molecular formula: C2H2EuFO2
Method: DFT, ωB97M-V with the def2-TZVPD basis set

Output
**2S+1**: 8
**Energy above the lowest of the compared OMol25 structures with the same formula, charge and spin**: 73.6 kJ/mol
**LUMO level (spin up / spin down)**: -5.445 / -5.295 eV
**Orbital gap (spin up / spin down)**: 7.4338 / 7.5905 eV
**Charge**: +1
**Max |F|**: 0.10050 hartree/bohr

Atoms and positions in Å:
H1 -0.930 0.155 1.219
O1 0.355 1.446 -0.149
C1 -0.557 0.585 0.089
C2 -0.091 -0.864 0.197
O2 1.137 -1.071 0.042
F1 -1.671 0.605 -0.763
H2 -0.827 -1.652 -0.049
Eu1 2.584 0.796 -0.586